A molecular structure, C43H53Cl3N7O3PPr at a distorted geometry. Source: the OMol25 dataset; level of theory: the ωB97M-V functional and the def2-TZVPD basis.

```
111
Properties=species:S:1:pos:R:3:forces:R:3:mulliken_spin:R:1
Pr 0.1828 -0.2524 0.2692 -0.9 -1.5 -1.6 2.029
Cl 6.0049 3.7934 -1.0862 0.3 0.2 -0.3 0.000
C 4.7616 2.9748 -0.2593 -2.0 -1.6 -1.1 0.000
C 3.8170 2.1876 -1.0404 1.1 1.0 2.0 0.000
C 2.7739 1.4637 -0.4064 2.0 1.3 0.9 0.010
N 1.8261 0.7351 -1.0748 -1.4 -0.6 -2.3 0.003
C 1.7260 0.7696 -2.4681 1.9 1.1 1.5 0.003
O 2.4701 1.3818 -3.2508 -1.3 -1.1 0.6 0.000
C 0.5987 -0.0254 -3.0114 -1.8 -0.9 -0.5 -0.002
C 0.5230 -0.1673 -4.4082 0.3 0.2 0.7 0.001
C -0.5351 -0.8307 -4.9728 -1.0 -0.5 0.6 0.000
C -1.5556 -1.3207 -4.1240 0.7 0.3 -1.0 0.002
C -1.4322 -1.1368 -2.7745 0.4 0.3 0.7 0.003
N -0.3776 -0.5329 -2.1832 1.0 0.6 -1.6 -0.020
C 2.7411 1.4743 1.0155 2.3 2.1 0.2 -0.009
C 3.6727 2.3089 1.7675 -1.5 -1.4 -1.6 0.000
C 4.6507 3.0494 1.1253 -0.4 -0.4 -0.4 0.000
Cl 5.7151 4.0203 2.0510 0.2 0.2 0.2 0.000
N 1.8873 0.6869 1.8110 -0.6 0.0 0.6 0.019
C 0.6888 1.1559 2.0900 1.2 1.1 2.2 -0.050
O -0.0142 1.9064 1.3625 -0.3 0.0 0.0 -0.014
C 0.0446 0.4317 3.2483 -0.1 0.0 0.0 0.023
C 0.0133 0.9655 4.5247 0.0 0.1 0.0 0.002
C -0.5222 0.1999 5.5448 0.0 0.0 -0.1 0.000
C -1.0282 -1.0533 5.2333 0.0 0.0 0.0 0.000
C -0.9867 -1.4844 3.9213 -0.1 -0.2 0.0 0.003
N -0.4465 -0.7729 2.9265 0.1 0.4 0.0 -0.003
H 3.9037 2.1602 -2.1131 0.1 0.1 0.2 0.000
H 1.3100 0.2734 -5.0017 0.1 0.0 0.0 0.000
H -0.6055 -0.9519 -6.0449 0.0 0.0 0.0 0.000
H -2.4257 -1.8213 -4.5252 0.0 0.0 0.0 0.000
H -2.2232 -1.4733 -2.1137 0.1 0.1 0.0 -0.002
H 3.5996 2.3390 2.8441 0.0 -0.1 0.0 0.000
H 0.4053 1.9583 4.7033 0.0 0.0 0.0 0.000
H -0.5494 0.5716 6.5601 0.0 0.0 0.0 0.000
H -1.4587 -1.6841 5.9984 0.0 0.0 0.0 0.000
H -1.4024 -2.4473 3.6558 0.0 0.0 0.0 0.000
C -8.3358 -1.8495 2.9631 0.1 0.0 -0.1 0.000
C -7.7494 -1.5413 1.5790 -0.1 0.1 -0.1 0.000
C -7.6747 -2.8569 0.7924 0.0 0.1 0.1 0.000
C -8.7179 -0.6002 0.8417 0.1 0.0 0.1 0.000
C -6.3476 -0.8448 1.7414 0.1 -0.2 -0.3 0.000
O -6.4977 0.4583 2.2675 -0.3 0.1 -0.3 0.000
C -5.3520 -1.6730 2.5930 -0.2 0.1 0.1 0.001
C -5.2713 -1.3192 4.0874 0.1 0.1 -0.2 0.000
C -4.9203 0.1198 4.3980 0.2 -0.1 0.3 0.000
C -4.0369 0.8528 3.6152 0.3 0.1 0.2 0.000
C -3.7522 2.1756 3.8971 0.2 0.0 0.0 0.000
C -4.3197 2.7729 5.0113 -0.1 -0.1 0.1 0.000
Cl -3.9151 4.4109 5.3986 0.0 0.1 0.0 0.000
C -5.1869 2.0611 5.8220 0.0 0.1 0.0 0.000
C -5.4890 0.7442 5.5037 0.1 -0.1 -0.1 0.000
C -5.7757 -0.5698 0.3223 -0.3 0.0 0.4 0.000
N -4.4332 -0.0103 0.2934 0.4 -0.4 0.1 0.001
C -3.2811 -0.6765 0.1810 -0.1 0.2 -0.2 0.007
N -2.2618 0.1720 0.2136 -0.7 0.2 0.2 -0.003
C -2.8782 1.3861 0.3756 -0.2 -0.1 -0.1 0.002
N -4.1834 1.3020 0.4258 0.0 0.3 -0.1 0.000
H -9.3372 -2.2633 2.8459 0.0 0.0 0.0 0.000
H -8.4298 -0.9520 3.5798 0.0 0.0 0.0 0.000
H -7.7390 -2.5892 3.4981 0.0 0.0 0.0 0.000
H -8.6543 -3.3353 0.8191 0.0 0.0 0.0 0.000
H -6.9557 -3.5604 1.2157 0.0 0.0 0.0 0.000
H -7.4288 -2.6949 -0.2573 0.0 0.0 0.0 0.000
H -9.7391 -0.9660 0.9517 0.0 0.0 0.0 0.000
H -8.5018 -0.5594 -0.2267 0.0 0.0 0.0 0.000
H -8.6706 0.4109 1.2417 0.0 0.0 0.0 0.000
H -6.9231 0.4204 3.1314 0.1 0.0 0.0 0.000
H -4.3503 -1.5327 2.1921 0.1 -0.1 0.0 -0.001
H -5.5759 -2.7366 2.5061 0.0 0.0 0.0 0.000
H -4.5022 -1.9742 4.5133 -0.1 0.0 0.1 0.000
H -6.2017 -1.5631 4.6001 0.0 -0.1 0.0 0.000
H -3.5609 0.3965 2.7586 -0.1 -0.1 0.0 0.000
H -3.0881 2.7444 3.2595 0.0 0.0 0.0 0.000
H -5.6296 2.5360 6.6872 0.0 0.0 0.0 0.000
H -6.1729 0.1908 6.1376 0.0 0.0 0.0 0.000
H -6.4318 0.1709 -0.1257 0.1 0.0 -0.2 0.000
H -5.7550 -1.4782 -0.2731 0.0 0.0 0.0 0.000
H -3.2066 -1.7413 0.0246 -0.1 0.0 0.1 -0.003
H -2.3470 2.3190 0.4532 0.0 0.0 0.0 0.000
C -1.5790 -4.2761 1.9421 0.1 0.1 0.0 0.005
C -0.0672 -4.2125 1.6857 -0.2 0.2 -0.1 -0.007
C 0.5328 -5.6128 1.7973 0.1 0.1 0.0 0.000
P 0.3435 -3.2744 0.1170 0.3 -1.3 0.1 0.004
C 2.2113 -3.3479 0.1280 -0.1 0.3 0.0 -0.001
C 2.8057 -2.3907 -0.9182 -0.1 -0.1 0.1 0.003
C 2.7520 -2.9377 1.5044 0.0 -0.1 -0.1 -0.001
C -0.1173 -4.4870 -1.2344 -0.1 0.3 0.0 -0.001
C -1.6248 -4.4937 -1.5054 0.1 -0.1 0.1 0.001
C 0.6216 -4.2238 -2.5478 0.0 -0.1 0.1 0.000
H -1.7685 -4.5343 2.9866 0.0 0.0 0.0 0.000
H -2.0451 -5.0555 1.3436 0.0 0.0 0.0 0.000
H -2.0672 -3.3229 1.7173 -0.1 0.0 0.1 -0.004
H 0.3688 -3.5785 2.4638 0.0 0.0 0.0 0.000
H 0.0450 -6.3087 1.1151 0.0 0.0 0.0 0.000
H 0.3736 -5.9885 2.8102 0.0 0.0 0.0 0.000
H 1.6050 -5.6317 1.6025 0.0 0.0 0.0 0.000
H 2.5165 -4.3728 -0.0973 -0.1 0.0 0.0 0.000
H 2.7335 -1.3528 -0.5754 0.1 -0.1 0.0 -0.001
H 2.3285 -2.4523 -1.8940 0.0 0.0 0.0 0.000
H 3.8665 -2.6097 -1.0503 0.0 0.1 0.0 0.000
H 2.3345 -1.9755 1.8220 0.1 0.0 0.1 0.002
H 3.8344 -2.8121 1.4418 0.0 0.0 0.0 0.000
H 2.5540 -3.6768 2.2789 0.0 0.0 0.0 0.000
H 0.1859 -5.4698 -0.8660 0.0 0.0 0.0 0.000
H -1.9423 -3.5375 -1.9204 0.0 0.0 0.0 -0.001
H -2.2174 -4.7023 -0.6187 0.0 0.0 0.0 0.000
H -1.8564 -5.2677 -2.2389 0.0 0.0 0.0 0.000
H 0.4380 -3.2092 -2.9093 0.1 0.0 0.0 0.000
H 0.2537 -4.9133 -3.3096 0.0 0.0 0.0 0.000
H 1.6942 -4.3865 -2.4555 0.0 0.0 0.0 0.000
```
Positions in Å, forces in eV/Å.

Total charge: +1
2S+1: 3
Expectation value of S²: 2.0025
DFT total energy (Ha): -4518.2292
Energy above the lowest of the compared OMol25 structures with the same formula, charge and spin (kJ/mol): 164.58
HOMO energy (spin up / spin down) (eV): -9.74 / -9.74